# 1
The following is a DFT calculation (wB97M-V/def2-TZVPD) of an isolated ion of composition C3H7N2OS and charge +1.

XYZ file:
```
14
Properties=species:S:1:pos:R:3:forces:R:3
C 2.783589 0.232507 0.177537 -2.0 2.8 -3.7
S 1.312203 -0.831933 -0.159738 0.4 0.9 0.3
C 0.016503 0.337811 -0.149349 1.0 1.5 0.4
O 0.037849 1.567897 -0.108967 0.9 -1.8 -0.2
C -1.382678 -0.252695 -0.105681 0.3 1.8 -0.2
N -2.216724 0.690809 -0.503862 -0.9 -0.5 0.7
N -1.533725 -1.427936 0.443979 -2.4 -0.9 -0.6
H 3.499409 -0.257234 0.707135 1.6 -1.5 2.0
H 2.411608 1.216981 0.563032 0.4 -1.1 0.1
H 3.270082 0.479087 -0.828688 -0.8 -0.4 1.2
H -1.731781 1.656627 -0.576529 -1.1 -1.8 0.0
H -3.245954 0.560527 -0.429756 1.2 0.4 -0.2
H -0.766249 -2.070346 0.475815 0.6 0.0 0.2
H -2.454129 -1.902108 0.495077 0.7 0.7 0.0
```
Positions in Å, forces in eV/Å.

The spin multiplicity is 1. Its charge is +1. The orbital gap comes out at 9.2982 eV. The structure (SMILES) is CSC(=O)C(N)=[NH2+]. The energy is -701.2024 Eh.

Atomic partial charges in e from the natural (NBO) method, atoms 1 to 5: atom 1 (C): -0.71, atom 2 (S): 0.30, atom 3 (C): 0.30, atom 4 (O): -0.53, atom 5 (C): 0.46

=====

# 2
The following is a DFT calculation (wB97M-V/def2-TZVPD) of a 2-piece molecular cluster, CH2INOS2 overall.

XYZ file:
```
8
Properties=species:S:1:pos:R:3:forces:R:3
C -1.553137 0.830085 0.340047 0.9 -1.0 -0.6
N 0.416408 -1.623539 -0.269147 -2.0 -0.9 -1.1
O -0.883965 1.320919 -0.500552 -0.3 0.6 0.0
S 2.930103 -0.025856 -0.246463 0.9 0.1 2.0
S 1.429458 -1.336505 0.691972 2.0 1.0 0.5
I -3.680769 0.960508 0.390036 0.1 0.1 0.2
H -1.086462 0.082543 1.012849 -0.7 0.3 0.4
H 2.428366 -0.208154 -1.418740 -0.8 -0.3 -1.4
```
Positions in Å, forces in eV/Å.

The spin multiplicity is 1. Its charge is 0. The orbital gap comes out at 8.3477 eV. The energy is -1263.2700 Eh.

Atomic partial charges in e from the natural (NBO) method, atoms 1 to 5: atom 1 (C): 0.28, atom 2 (N): -0.72, atom 3 (O): -0.48, atom 4 (S): -0.31, atom 5 (S): 0.90

=====

# 3
The following is a DFT calculation (wB97M-V/def2-TZVPD) of one molecule with the formula C4H11N3O.

XYZ file:
```
19
Properties=species:S:1:pos:R:3:forces:R:3
C 2.751078 0.563571 0.495325 -0.1 -0.1 -0.1
N 1.384256 1.055383 0.516997 -0.1 -0.1 -0.1
C 0.554315 0.535631 -0.290456 0.0 0.0 0.1
N 0.741083 -0.442403 -1.227267 0.0 0.1 0.1
N -0.790073 1.056626 -0.295535 -0.1 -0.2 0.1
C -1.981771 0.016370 -0.043553 0.3 0.2 -0.1
C -1.647836 -1.134762 0.883836 0.0 0.1 -0.1
O -2.175807 -0.256773 -1.360411 0.0 0.1 0.2
H 3.349782 1.142973 1.196094 0.0 0.0 0.0
H 3.210968 0.655590 -0.498126 -0.1 0.0 0.0
H 2.818142 -0.490576 0.799508 0.0 0.1 0.0
H -0.089782 -0.834411 -1.660660 0.0 0.1 0.1
H 1.556339 -1.026696 -1.158208 0.0 0.1 0.0
H -1.363313 0.871337 -1.349616 0.0 -0.1 0.1
H -0.806991 1.922969 0.239344 0.0 -0.1 0.0
H -2.752527 0.656326 0.422899 0.1 0.0 -0.1
H -2.541685 -1.754290 0.971129 0.0 0.0 0.0
H -1.367722 -0.782367 1.878778 0.0 0.0 0.0
H -0.848456 -1.754498 0.479923 0.0 0.0 0.0
```
Positions in Å, forces in eV/Å.

The spin multiplicity is 1. Its charge is 0. The orbital gap comes out at 9.9571 eV. The structure (SMILES) is C/N=C(\N)[NH2+][C@H](C)[O-]. The energy is -398.4563 Eh.

Atomic partial charges in e from the natural (NBO) method, atoms 1 to 5: atom 1 (C): -0.45, atom 2 (N): -0.52, atom 3 (C): 0.57, atom 4 (N): -0.85, atom 5 (N): -0.68

=====

# 4
The following is a DFT calculation (wB97M-V/def2-TZVPD) of C34H31BrCoN11O2Se2 as an isolated structure.

XYZ file:
```
82
Properties=species:S:1:pos:R:3:forces:R:3
Co -0.027123 -0.274790 -0.627069 0.2 -0.1 -0.8
N 1.854797 -2.016100 2.944050 0.1 0.1 -0.1
C 2.047593 -1.134067 1.951612 0.1 0.0 0.0
N 0.988144 -1.132041 1.177306 -0.6 0.0 0.1
C 0.152268 -2.035012 1.763577 0.7 0.2 0.1
N 0.654383 -2.591236 2.841214 -0.4 -0.2 0.0
C -1.211518 -2.185494 1.289157 -0.4 -0.1 0.1
C -2.084131 -3.123022 1.843818 0.2 0.2 -0.2
N -3.367168 -3.136253 1.532956 -0.2 -0.1 0.1
C -3.799506 -2.212116 0.684856 0.1 0.0 0.0
C -2.935817 -1.297917 0.100155 -0.2 0.1 0.0
N -1.630387 -1.287664 0.380718 0.1 -0.2 0.3
H 2.451387 -2.257890 3.720218 0.1 0.0 -0.1
H 2.920604 -0.514150 1.835317 0.0 0.0 0.0
H -1.714135 -3.855983 2.549679 0.0 0.0 0.0
H -4.859109 -2.202739 0.464627 0.0 0.0 -0.1
H -3.315858 -0.550247 -0.581313 0.1 0.0 0.0
C 4.228021 -1.242116 -0.830689 0.1 -0.1 0.2
N 3.613803 -0.565320 -1.948435 -0.1 0.1 -0.1
C 2.432860 -0.849473 -2.515359 -0.2 -0.1 -0.1
Se 1.144818 -2.077851 -1.953679 0.1 -0.4 0.0
N 2.278350 -0.048927 -3.580914 0.1 0.1 0.0
C 3.355694 0.816719 -3.688903 0.3 0.0 0.1
C 3.645624 1.847877 -4.570394 0.0 0.0 0.0
C 4.825307 2.534970 -4.353480 0.0 0.0 0.0
C 5.678365 2.212652 -3.291897 0.0 0.0 0.0
C 5.388388 1.186344 -2.413234 0.0 -0.1 0.1
C 4.209534 0.488038 -2.636524 0.0 0.2 -0.3
H 3.537660 -1.984077 -0.438687 0.0 0.0 -0.1
H 4.483186 -0.514646 -0.060035 0.0 0.0 0.0
H 5.140145 -1.742086 -1.156566 0.0 0.0 0.0
H 1.488260 -0.091394 -4.203158 -0.1 0.0 0.1
H 2.980702 2.101049 -5.384602 0.0 0.0 0.0
H 5.095364 3.344571 -5.017084 0.0 0.0 0.0
H 6.584521 2.786236 -3.156247 0.0 0.0 0.0
H 6.040917 0.949699 -1.584591 0.0 0.0 0.0
Br 1.671719 5.557486 -0.574520 -0.3 -0.1 0.1
C 0.038596 4.674703 -0.157309 0.2 -0.1 -0.1
C -1.126713 5.431048 -0.220005 0.0 0.1 0.1
C -2.357080 4.839886 0.017278 -0.1 0.0 0.0
C -2.435099 3.482039 0.285875 -0.1 -0.2 0.1
C -1.275824 2.726032 0.321172 0.0 0.1 -0.3
C -0.022173 3.304208 0.122176 0.4 -0.1 -0.3
C 1.230666 2.432163 0.188096 -0.1 -0.3 0.1
O 2.237814 2.848616 0.720223 -0.1 0.1 0.1
O 1.118405 1.246047 -0.333929 0.2 0.5 0.1
H -1.062255 6.482515 -0.465104 0.0 0.0 0.0
H -3.257459 5.437800 -0.029688 0.0 0.0 0.0
H -3.395641 3.012321 0.453963 0.0 0.0 0.0
H -1.329259 1.657083 0.503174 -0.1 0.0 -0.1
N 0.394982 2.312633 -3.040405 0.1 0.1 0.1
C -0.841041 1.754322 -3.031570 -0.3 -0.2 0.0
C -1.909196 2.430769 -3.654146 0.0 0.1 0.0
C -3.122055 1.809718 -3.785078 0.1 0.0 0.1
C -3.243747 0.482349 -3.362725 -0.1 -0.1 0.0
C -2.172189 -0.099398 -2.737336 -0.1 0.0 -0.2
N -1.002439 0.527778 -2.492354 0.0 0.3 0.3
H 0.462491 3.279942 -3.310446 0.0 0.0 0.1
H 1.067052 1.987987 -2.363142 0.0 0.0 0.1
H -1.744207 3.435580 -4.020282 0.0 0.0 0.0
H -3.967050 2.329747 -4.215120 0.0 0.0 -0.1
H -4.152780 -0.077654 -3.527706 0.0 0.0 0.0
H -2.221735 -1.137313 -2.431243 0.1 0.0 0.1
C -2.333934 1.864876 5.493113 -0.1 -0.2 0.2
N -1.845883 2.931258 4.637679 0.0 0.2 -0.2
C -0.998926 2.805092 3.594555 0.0 0.2 0.0
Se -0.294146 1.253422 2.903706 0.2 -0.2 0.3
N -0.770249 4.028229 3.078294 0.1 0.1 0.5
C -1.482328 4.969714 3.780894 -0.2 -0.3 0.2
C -1.623907 6.345564 3.633179 -0.1 0.2 0.0
C -2.510605 6.967533 4.484201 0.2 0.0 -0.1
C -3.207998 6.260202 5.481576 0.0 -0.2 0.1
C -3.034833 4.907053 5.665896 -0.1 0.0 0.1
C -2.172916 4.263954 4.781296 0.1 0.1 -0.2
H -2.196689 0.909419 4.996641 0.0 0.0 -0.1
H -3.391370 2.017612 5.697542 0.0 0.0 -0.1
H -1.789157 1.854924 6.436787 0.0 0.1 0.0
H -0.142319 4.199698 2.300231 0.0 -0.1 -0.1
H -1.069201 6.901101 2.890122 0.0 0.0 -0.1
H -2.674613 8.031863 4.390306 0.0 0.0 0.0
H -3.895187 6.793251 6.123293 0.0 0.0 0.0
H -3.540656 4.369774 6.455494 -0.1 0.0 0.0
```
Positions in Å, forces in eV/Å.

The spin multiplicity is 5. Its charge is +2. As for the expectation value of S²: 6.02. The orbital gap (spin up / spin down) comes out at 7.3549 / 4.6499 eV. The energy is -10826.3266 Eh.

Atomic partial charges in e from the Mulliken method, atoms 1 to 5: atom 1 (Co): -0.08, atom 2 (N): 0.15, atom 3 (C): -0.84, atom 4 (N): 0.58, atom 5 (C): 0.29

=====

# 5
The following is a DFT calculation (wB97M-V/def2-TZVPD) of C6H12ClN3O2 as an isolated structure.

XYZ file:
```
24
Properties=species:S:1:pos:R:3:forces:R:3
C -1.558255 0.402847 -1.262552 0.8 1.8 0.6
C -1.888880 -0.951169 -0.710021 -1.8 1.0 3.2
C -0.005019 0.739408 -1.327067 -1.4 -1.9 1.2
C -1.281936 -0.988380 0.735782 0.5 1.5 -0.8
C 0.614774 0.675297 0.021652 -1.0 0.8 1.3
C 0.272839 -0.622786 0.713567 -0.8 -1.5 0.2
N 0.517772 1.793690 0.805842 0.2 0.5 -1.8
N 0.882846 -0.792592 1.947026 -0.6 0.6 1.5
N 2.511700 0.422917 -0.309005 -2.0 2.4 -1.9
O 2.697031 0.699221 -1.498752 -0.2 0.3 -2.3
O 3.256427 0.049813 0.540501 2.2 -1.9 4.1
Cl 0.958280 -1.885329 -0.443915 0.3 -1.3 -0.4
H -1.880737 0.608536 -2.250075 -0.6 -0.2 -1.1
H -1.985000 1.207559 -0.669480 -0.4 0.0 0.3
H -3.025234 -1.256482 -0.537315 2.3 0.9 -1.0
H -1.322422 -1.630919 -1.237655 0.4 -2.0 -1.4
H 0.414698 -0.078177 -1.853923 0.7 -0.1 -1.1
H 0.160064 1.665179 -1.768007 0.3 1.5 -1.0
H -1.877982 -0.362716 1.442246 0.7 -0.2 -0.5
H -1.287686 -1.994464 1.059642 -0.1 -1.1 0.7
H 0.736178 1.752070 1.782788 0.2 -0.1 0.2
H 0.615696 2.715978 0.319884 -0.1 -1.4 0.9
H 0.606294 -1.570936 2.559209 0.1 0.6 -0.9
H 1.868556 -0.598561 1.939630 0.4 -0.2 0.0
```
Positions in Å, forces in eV/Å.

The spin multiplicity is 3. Its charge is 0. As for the expectation value of S²: 2.01. The orbital gap (spin up / spin down) comes out at 6.4090 / 7.6645 eV. The energy is -1010.5367 Eh.

Atomic partial charges in e from the natural (NBO) method, atoms 1 to 5: atom 1 (C): -0.39, atom 2 (C): -0.41, atom 3 (C): -0.48, atom 4 (C): -0.40, atom 5 (C): 0.38

=====

# 6
The following is a DFT calculation (wB97M-V/def2-TZVPD) of an isolated ion of composition C3H6ClN2O and charge +1.

XYZ file:
```
13
Properties=species:S:1:pos:R:3:forces:R:3
N 0.656446 -1.467110 0.382260 2.2 2.1 0.8
C 0.332758 -0.000390 0.553631 -0.3 2.0 -0.2
C -1.170630 0.025425 0.294004 -0.9 1.8 0.7
O -2.028441 -0.730331 0.660560 0.7 0.1 -0.6
N -1.127097 1.200962 -0.468356 1.9 -1.9 0.1
C 0.325353 1.122699 -0.726281 0.1 -1.4 3.1
Cl 1.139626 2.658490 -0.425112 -0.1 -0.9 -0.4
H 0.898777 -1.516281 -0.585083 0.1 -1.1 -1.0
H -0.214165 -1.872970 0.635628 -1.3 -1.4 0.1
H 1.432138 -1.839521 0.956224 -0.4 0.3 -0.3
H 0.743700 0.504812 1.449614 -0.4 -0.8 -0.3
H -1.712505 1.428392 -1.226768 -1.3 0.4 -0.7
H 0.724038 0.485824 -1.500320 -0.2 0.8 -1.3
```
Positions in Å, forces in eV/Å.

The spin multiplicity is 1. Its charge is +1. The orbital gap comes out at 10.7991 eV. The structure (SMILES) is [NH3+][C@@H]1C(=O)N[C@H]1Cl. The energy is -762.5508 Eh.

Atomic partial charges in e from the natural (NBO) method, atoms 1 to 5: atom 1 (N): -0.67, atom 2 (C): -0.19, atom 3 (C): 0.64, atom 4 (O): -0.51, atom 5 (N): -0.58

=====

Among the records above, which one has the lowest energy?
C34H31BrCoN11O2Se2